The following is a DFT calculation (the ωB97M-V functional and the def2-TZVPD basis) of a cluster of 8 separate species, C46H81F3IN3O8S7 in total in a non-equilibrium geometry.

```
149
Properties=species:S:1:pos:R:3
C 7.941 -0.869 -2.287
C 7.628 -0.384 -3.714
C 6.465 0.600 -3.815
C 5.064 -0.059 -3.688
C 4.684 -0.185 -2.183
C 3.406 0.535 -1.781
C 2.372 -0.279 -1.223
C 1.179 0.226 -0.790
C 0.152 -0.711 -0.176
C -1.218 -0.716 -0.892
C -1.063 -0.554 -2.424
O -2.104 -1.758 -0.525
C -1.566 -3.056 -0.463
C -1.277 -3.676 -1.821
C -0.015 -4.102 -2.210
C 0.136 -4.617 -3.496
C -0.929 -4.690 -4.376
C -2.206 -4.279 -3.984
C -2.352 -3.771 -2.702
C 0.940 1.622 -0.892
N -0.246 2.094 -0.418
C -0.408 3.378 -0.583
C -1.728 3.943 -0.087
C -1.691 4.126 1.467
C -0.279 4.207 2.056
I -2.540 2.298 2.293
C 0.575 4.234 -1.168
C 0.317 5.714 -1.331
C -0.250 6.064 -2.756
C -0.616 4.843 -3.524
F 0.385 4.184 -4.165
C -1.870 4.298 -3.602
F -2.850 4.883 -4.273
F -2.223 3.144 -3.062
N 1.731 3.787 -1.589
C 1.919 2.436 -1.468
C 3.159 1.885 -1.914
C 4.169 2.830 -2.509
C 5.203 3.366 -1.527
N 5.735 2.750 -0.561
H 7.738 -0.060 -1.579
H 7.260 -1.679 -2.014
H 8.987 -1.137 -2.149
H 7.530 -1.226 -4.403
H 8.522 0.156 -4.048
H 6.542 1.384 -3.058
H 6.529 1.127 -4.775
H 5.147 -1.047 -4.144
H 4.307 0.517 -4.221
H 5.516 0.108 -1.544
H 4.534 -1.246 -1.966
H 2.560 -1.343 -1.128
H 0.636 -1.686 -0.116
H -0.025 -0.377 0.853
H -1.706 0.208 -0.584
H -2.065 -0.708 -2.838
H -0.803 0.481 -2.643
H -0.379 -1.278 -2.865
H -2.359 -3.684 -0.039
H -0.727 -3.178 0.229
H 0.830 -4.026 -1.535
H 1.098 -4.962 -3.859
H -0.818 -5.075 -5.383
H -3.060 -4.330 -4.646
H -3.334 -3.428 -2.389
H -2.461 3.169 -0.307
H -2.019 4.847 -0.620
H -2.297 4.963 1.799
H 0.209 3.235 2.088
H 0.346 4.931 1.525
H -0.367 4.554 3.086
H 1.296 6.189 -1.280
H -0.318 6.111 -0.545
H 0.480 6.641 -3.330
H -1.122 6.706 -2.603
H 3.674 3.703 -2.936
H 4.717 2.383 -3.341
H 5.543 4.389 -1.711
H 5.332 1.811 -0.514
C -3.487 -0.959 5.264
S -4.434 -0.438 3.828
O -5.584 0.366 4.325
C -5.055 -2.070 3.411
H -3.033 -0.077 5.713
H -4.147 -1.438 5.987
H -2.704 -1.651 4.952
H -5.617 -2.476 4.253
H -4.217 -2.722 3.162
H -5.708 -1.971 2.547
C 4.979 3.673 -6.775
S 3.506 2.669 -6.542
O 3.962 1.318 -6.119
C 3.073 2.561 -8.283
H 5.438 3.830 -5.800
H 5.679 3.155 -7.431
H 4.697 4.635 -7.204
H 3.898 2.116 -8.840
H 2.851 3.558 -8.664
H 2.190 1.932 -8.372
C 0.211 -6.477 2.738
S 1.176 -5.022 3.154
O 0.749 -3.934 2.232
C 2.740 -5.661 2.548
H -0.828 -6.284 2.999
H 0.286 -6.675 1.667
H 0.579 -7.331 3.308
H 2.647 -5.915 1.492
H 3.015 -6.541 3.130
H 3.493 -4.885 2.674
C -4.498 1.415 -3.826
S -5.674 0.658 -2.696
O -5.906 -0.731 -3.166
C -7.088 1.640 -3.219
H -3.538 0.920 -3.698
H -4.842 1.287 -4.853
H -4.398 2.471 -3.590
H -7.259 1.498 -4.287
H -6.901 2.691 -3.000
H -7.959 1.301 -2.661
C -3.228 6.440 6.527
S -2.785 4.823 5.881
O -2.124 5.040 4.563
C -4.464 4.278 5.552
H -2.310 6.974 6.764
H -3.792 6.994 5.776
H -3.822 6.315 7.433
H -4.946 4.973 4.864
H -5.017 4.224 6.492
H -4.417 3.289 5.099
C 1.324 -10.491 2.366
S 1.892 -10.212 4.048
O 2.029 -8.739 4.225
C 3.545 -10.870 3.804
H 0.308 -10.109 2.284
H 1.973 -9.964 1.666
H 1.329 -11.561 2.156
H 4.047 -10.317 3.009
H 3.479 -11.927 3.548
H 4.096 -10.755 4.735
C -5.160 0.806 7.725
S -6.000 1.469 9.165
O -5.843 2.948 9.119
C -4.824 0.848 10.377
H -5.709 1.110 6.835
H -4.143 1.197 7.677
H -5.145 -0.282 7.784
H -3.829 1.237 10.156
H -4.820 -0.242 10.352
H -5.140 1.189 11.361
```

The calculation puts the energy at -161957.44119 eV. As for the frontier orbital gap: 0.293 Ha.

Results of the Mulliken charge analysis, in e, for atoms 1 through 8:
1. C -1.0266
2. C -0.7358
3. C -0.2213
4. C -0.9328
5. C -0.7153
6. C 0.7395
7. C -1.1377
8. C 0.2535

---

The following is a DFT calculation (the ωB97M-V functional and the def2-TZVPD basis) of a structure of composition C46H88F3N2O34S4 in a non-equilibrium geometry.

```
177
Properties=species:S:1:pos:R:3
C 1.373 -4.110 6.020
C 2.663 -4.291 5.224
C 3.615 -3.067 5.172
C 3.086 -1.729 5.668
N 1.921 -1.204 4.918
C 2.308 -0.744 3.566
C 2.044 -1.856 2.525
C 1.155 -1.384 1.367
C -0.200 -0.947 1.919
S -1.491 -0.835 0.678
O -1.043 -1.618 -0.465
O -1.732 0.542 0.309
N -2.760 -1.601 1.271
S -3.561 -0.851 2.427
O -2.742 -0.501 3.583
O -4.395 0.244 1.982
C -4.665 -2.169 2.935
C -4.950 -2.123 4.444
C -4.392 -3.316 5.124
F -5.173 -4.434 5.103
C -3.179 -3.409 5.695
F -2.286 -4.340 5.428
F -2.738 -2.582 6.614
C 1.244 -0.240 5.692
S 0.140 -0.695 6.803
S 1.657 1.456 5.448
C 0.110 2.334 5.730
C -0.845 2.175 4.534
C -0.416 3.045 3.338
H 0.855 -5.063 6.123
H 0.689 -3.473 5.459
H 1.517 -3.626 6.984
H 2.431 -4.602 4.206
H 3.222 -5.107 5.688
H 4.000 -2.950 4.158
H 4.476 -3.287 5.807
H 3.909 -1.010 5.535
H 2.889 -1.741 6.737
H 3.366 -0.469 3.520
H 1.706 0.120 3.315
H 1.564 -2.688 3.044
H 2.985 -2.252 2.136
H 1.019 -2.222 0.687
H 1.665 -0.561 0.864
H -0.525 -1.685 2.652
H -0.153 0.014 2.425
H -4.143 -3.095 2.701
H -5.561 -2.112 2.325
H -6.033 -2.127 4.592
H -4.566 -1.223 4.925
H -0.384 1.968 6.626
H 0.361 3.389 5.846
H -1.853 2.447 4.840
H -0.845 1.125 4.247
H -1.041 3.936 3.270
H -0.555 2.504 2.403
H 0.617 3.381 3.430
C 4.322 3.080 -3.855
O 3.687 2.505 -2.715
C 2.695 1.662 -3.024
O 2.349 1.385 -4.147
O 2.173 1.195 -1.905
C 1.081 0.276 -2.091
H 5.103 3.738 -3.485
H 4.770 2.305 -4.474
H 3.612 3.664 -4.438
H 1.414 -0.601 -2.644
H 0.257 0.763 -2.607
H 0.742 -0.035 -1.113
C 7.777 -2.355 10.303
O 6.585 -2.118 9.553
C 6.072 -0.897 9.710
O 6.526 -0.028 10.408
O 4.975 -0.810 8.965
C 4.309 0.455 9.031
H 8.085 -3.374 10.088
H 8.565 -1.669 9.999
H 7.586 -2.258 11.370
H 4.960 1.251 8.674
H 3.979 0.665 10.046
H 3.440 0.386 8.381
C -0.072 0.247 -5.909
O -1.144 0.638 -6.782
C -1.676 1.821 -6.495
O -1.338 2.557 -5.607
O -2.662 2.058 -7.367
C -3.323 3.306 -7.162
H 0.264 -0.727 -6.252
H 0.752 0.952 -5.963
H -0.425 0.164 -4.884
H -2.629 4.137 -7.277
H -3.787 3.337 -6.178
H -4.099 3.388 -7.918
C -9.794 3.907 -9.874
O -9.495 2.530 -9.644
C -8.477 2.326 -8.805
O -7.834 3.185 -8.262
O -8.301 1.015 -8.676
C -7.234 0.649 -7.795
H -10.630 3.927 -10.566
H -10.079 4.399 -8.946
H -8.942 4.416 -10.320
H -7.425 1.012 -6.787
H -6.284 1.034 -8.160
H -7.199 -0.436 -7.779
C -5.621 9.587 -7.456
O -5.381 9.140 -6.120
C -4.604 8.053 -6.041
O -4.126 7.467 -6.975
O -4.459 7.738 -4.757
C -3.646 6.580 -4.524
H -6.260 10.462 -7.375
H -4.688 9.863 -7.944
H -6.133 8.818 -8.032
H -2.636 6.737 -4.896
H -4.089 5.703 -4.989
H -3.607 6.433 -3.449
C -3.066 -3.237 -2.286
O -2.769 -4.433 -1.553
C -3.648 -5.408 -1.683
O -4.649 -5.401 -2.360
O -3.248 -6.440 -0.931
C -4.115 -7.572 -0.984
H -2.269 -2.534 -2.071
H -3.099 -3.447 -3.354
H -4.010 -2.811 -1.953
H -4.181 -7.962 -1.999
H -5.107 -7.314 -0.618
H -3.674 -8.324 -0.336
C 7.759 -5.887 14.643
O 8.706 -6.866 14.208
C 9.018 -6.786 12.916
O 8.579 -5.985 12.134
O 9.900 -7.746 12.639
C 10.323 -7.775 11.274
H 7.599 -6.067 15.702
H 8.153 -4.882 14.502
H 6.818 -5.999 14.109
H 10.815 -6.843 11.004
H 9.478 -7.958 10.614
H 11.031 -8.595 11.192
C -1.773 11.871 0.232
O -2.615 10.954 -0.466
C -2.863 11.292 -1.732
O -2.444 12.272 -2.292
O -3.649 10.361 -2.262
C -4.004 10.588 -3.630
H -1.657 11.475 1.237
H -0.797 11.939 -0.245
H -2.234 12.856 0.281
H -3.115 10.604 -4.260
H -4.555 11.522 -3.732
H -4.636 9.770 -3.943
C -2.098 -9.679 -7.411
O -2.041 -8.268 -7.215
C -2.845 -7.819 -6.245
O -3.572 -8.502 -5.572
O -2.699 -6.504 -6.161
C -3.510 -5.879 -5.153
H -1.405 -9.904 -8.217
H -1.790 -10.207 -6.510
H -3.101 -9.988 -7.700
H -3.260 -6.261 -4.171
H -4.566 -6.036 -5.358
H -3.290 -4.818 -5.194
C 9.797 1.691 -7.563
O 8.553 1.953 -6.914
C 7.488 1.475 -7.562
O 7.511 0.872 -8.602
O 6.403 1.783 -6.858
C 5.173 1.331 -7.433
H 10.567 2.129 -6.935
H 9.967 0.619 -7.651
H 9.824 2.155 -8.547
H 5.159 0.246 -7.514
H 5.014 1.782 -8.411
H 4.380 1.647 -6.760
```

The net charge is -1. The calculation puts the energy at -173217.33117 eV. As for the frontier orbital gap: 0.291 Ha.

Results of the Mulliken charge analysis, in e, for atoms 1 through 8:
1. C -0.8538
2. C -0.4649
3. C -0.8067
4. C -1.1564
5. N 0.9670
6. C -1.1082
7. C -0.6739
8. C -0.9290

---

The following is a DFT calculation (the ωB97M-V functional and the def2-TZVPD basis) of a cluster of 5 separate species, C46H89Cl2N4O9S in total in a non-equilibrium geometry.

```
151
Properties=species:S:1:pos:R:3
C 0.519 -2.366 4.697
C 0.172 -2.228 3.230
C -1.048 -1.404 2.888
C 0.957 -2.808 2.250
C 1.797 -1.928 1.348
C 2.351 -2.631 0.087
C 1.829 -2.050 -1.248
C 1.321 -3.221 -2.113
C 2.936 -1.369 -2.054
C 3.440 -0.039 -1.445
C 3.073 1.173 -2.272
N 3.223 0.992 -3.568
N 2.945 1.998 -4.367
C 3.145 1.737 -5.801
C 4.649 1.781 -6.169
C 4.808 2.380 -7.570
C 5.496 2.620 -5.209
C 2.525 3.163 -3.918
C 2.371 3.442 -2.562
C 1.907 4.820 -2.107
Cl 0.337 4.580 -1.261
C 1.755 5.876 -3.228
C 0.339 6.167 -3.702
Cl 2.378 7.416 -2.518
C 2.656 2.396 -1.679
C 2.564 2.547 -0.191
C 1.414 1.797 0.496
C 1.606 1.817 2.013
C 2.831 1.034 2.540
C 3.688 1.835 3.519
C 4.742 2.715 2.848
C 6.008 1.948 2.481
S 7.393 3.012 2.001
C 6.850 3.593 0.469
N 7.351 4.608 -0.146
N 6.675 4.718 -1.351
C 5.825 3.769 -1.367
O 5.855 3.002 -0.254
H -0.171 -2.969 5.293
H 0.581 -1.343 5.075
H 1.528 -2.768 4.750
H -1.807 -2.025 2.422
H -1.427 -0.907 3.782
H -0.797 -0.598 2.186
H 0.993 -3.890 2.129
H 1.169 -1.080 1.048
H 2.610 -1.576 1.985
H 3.442 -2.641 0.107
H 2.017 -3.667 0.139
H 0.955 -1.409 -1.092
H 2.165 -3.867 -2.365
H 0.817 -2.883 -3.018
H 0.633 -3.839 -1.536
H 2.619 -1.262 -3.089
H 3.773 -2.069 -2.065
H 4.533 -0.049 -1.436
H 3.069 0.048 -0.429
H 2.576 2.442 -6.397
H 2.827 0.708 -5.944
H 5.078 0.779 -6.187
H 4.166 1.893 -8.305
H 5.834 2.245 -7.912
H 4.626 3.455 -7.539
H 5.535 2.210 -4.199
H 5.103 3.641 -5.157
H 6.520 2.697 -5.568
H 2.299 3.904 -4.666
H 2.583 5.188 -1.340
H 2.411 5.683 -4.069
H 0.415 6.802 -4.585
H -0.202 6.747 -2.961
H -0.201 5.263 -3.983
H 3.539 2.294 0.232
H 2.417 3.605 0.016
H 1.274 0.790 0.102
H 0.495 2.342 0.285
H 1.762 2.868 2.283
H 0.701 1.494 2.523
H 2.460 0.138 3.039
H 3.414 0.680 1.683
H 4.177 1.150 4.216
H 3.054 2.474 4.137
H 5.039 3.493 3.555
H 4.355 3.249 1.976
H 6.369 1.390 3.345
H 5.847 1.239 1.668
H 5.135 3.592 -2.174
C 0.798 -1.302 -7.007
O 1.342 -0.313 -7.867
C 1.890 -0.857 -9.064
C 0.939 -0.738 -10.235
O -0.233 -1.507 -10.045
C -1.347 -0.754 -9.598
H 0.155 -0.796 -6.286
H 0.204 -2.033 -7.556
H 1.597 -1.823 -6.465
H 2.176 -1.902 -8.912
H 2.798 -0.290 -9.292
H 1.441 -1.124 -11.127
H 0.688 0.312 -10.418
H -1.795 -0.201 -10.429
H -1.074 -0.053 -8.806
H -2.083 -1.456 -9.209
C -3.544 -5.991 9.118
O -4.336 -4.881 8.729
C -3.688 -3.633 8.901
C -3.110 -3.110 7.605
O -2.070 -3.938 7.106
C -2.510 -4.823 6.091
H -3.994 -6.884 8.686
H -2.517 -5.902 8.759
H -3.538 -6.093 10.208
H -2.908 -3.706 9.666
H -4.442 -2.924 9.256
H -2.675 -2.123 7.791
H -3.900 -2.995 6.856
H -2.607 -4.286 5.140
H -3.465 -5.288 6.342
H -1.759 -5.604 5.976
C -8.783 -8.972 10.527
O -7.710 -9.534 9.793
C -8.053 -9.881 8.462
C -7.608 -8.831 7.467
O -8.278 -7.597 7.651
C -7.522 -6.647 8.383
H -8.361 -8.484 11.404
H -9.333 -8.233 9.941
H -9.473 -9.755 10.859
H -9.131 -10.053 8.375
H -7.541 -10.820 8.232
H -7.850 -9.182 6.459
H -6.523 -8.692 7.526
H -6.759 -6.188 7.745
H -7.039 -7.093 9.255
H -8.206 -5.870 8.721
C -3.836 5.728 -1.843
O -4.530 6.953 -1.738
C -3.968 7.991 -2.524
C -4.698 8.180 -3.836
O -4.578 7.045 -4.679
C -5.709 6.191 -4.642
H -4.484 4.943 -1.454
H -3.581 5.492 -2.880
H -2.918 5.758 -1.242
H -2.905 7.798 -2.709
H -4.047 8.913 -1.941
H -4.249 9.025 -4.365
H -5.750 8.416 -3.654
H -6.524 6.607 -5.243
H -6.062 6.029 -3.622
H -5.413 5.234 -5.070
```

The net charge is +1. The calculation puts the energy at -109398.90712 eV. As for the frontier orbital gap: 0.176 Ha.

Results of the Mulliken charge analysis, in e, for atoms 1 through 8:
1. C -1.2411
2. C 0.9046
3. C -1.1531
4. C -1.4144
5. C 2.0447
6. C -1.5201
7. C 1.3242
8. C -1.9625